Molecular formula: C33H24BrCl3N4O6Ti
Method: DFT, ωB97M-V with the def2-TZVPD basis set

Positions of all 72 atoms, in Å:
Ti 0.29 -1.38 -0.47
C 1.73 -2.70 -2.96
O 0.72 -2.76 -1.96
C 0.22 -4.02 -1.61
C 0.72 -5.23 -2.04
C 0.11 -6.41 -1.58
C -0.99 -6.35 -0.74
C -1.49 -5.13 -0.32
C -0.87 -3.95 -0.72
N -1.15 -2.67 -0.31
N -2.37 -2.36 0.16
C -2.68 -1.05 0.13
C -1.94 -0.08 -0.61
O -0.92 -0.45 -1.40
C -2.33 1.28 -0.58
C -3.42 1.69 0.14
C -4.23 0.75 0.83
C -5.39 1.15 1.52
C -6.18 0.24 2.16
C -5.82 -1.12 2.16
C -4.69 -1.54 1.51
C -3.87 -0.62 0.83
H 1.40 -3.23 -3.86
H 1.88 -1.65 -3.19
H 2.67 -3.13 -2.60
H 1.56 -5.29 -2.72
H 0.51 -7.36 -1.90
H -1.45 -7.26 -0.40
H -2.35 -5.06 0.34
H -1.73 1.98 -1.14
H -3.69 2.73 0.16
H -5.67 2.20 1.51
H -7.08 0.56 2.68
H -6.45 -1.84 2.67
H -4.41 -2.59 1.50
C -0.58 -1.30 2.56
O 0.12 -0.62 1.50
C 0.66 0.61 1.87
C 0.76 1.01 3.19
C 1.28 2.27 3.47
Br 1.42 2.81 5.28
C 1.67 3.13 2.47
C 1.57 2.73 1.13
C 1.08 1.44 0.83
O 0.97 0.99 -0.42
C 1.95 3.61 0.04
N 1.87 3.26 -1.22
C 2.27 4.36 -1.96
C 2.37 4.54 -3.34
C 2.80 5.77 -3.79
C 3.12 6.80 -2.90
C 3.03 6.64 -1.53
C 2.60 5.40 -1.08
N 2.39 4.89 0.18
H 0.11 -1.62 3.33
H -1.08 -2.16 2.13
H -1.33 -0.63 2.98
H 0.46 0.38 4.01
H 2.04 4.11 2.73
H 1.27 1.74 -1.04
H 2.12 3.73 -4.02
H 2.89 5.94 -4.85
H 3.45 7.76 -3.30
H 3.29 7.44 -0.85
H 2.53 5.38 1.05
Cl 3.97 -4.41 0.45
C 3.13 -2.97 1.00
Cl 3.74 -2.44 2.57
Cl 1.39 -3.34 1.15
C 3.33 -1.79 -0.05
O 4.46 -1.54 -0.38
O 2.23 -1.25 -0.40

Summary:
HOMO-LUMO gap (spin up / spin down) = 5.665 / 7.059 eV
total charge = 0
HOMO (spin up / spin down) = -5.97 / -7.38 eV
multiplicity = 3
relative energy (zero: lowest compared OMol25 entry of this formula, charge and spin) = 0.0 kJ/mol

Atom charges from the Löwdin analysis, given in e for atoms 1 to 4: 0.985 -0.016 -0.216 -0.241



Molecular formula: C3H12F9O15S3
Method: DFT, ωB97M-V with the def2-TZVPD basis set

Positions of all 42 atoms, in Å:
C -21.16 -20.50 7.76
F -20.53 -20.47 8.91
F -21.64 -21.77 7.60
F -22.06 -19.54 7.77
S -19.91 -20.20 6.24
O -19.01 -19.18 6.70
O -19.31 -21.53 6.07
O -20.68 -19.85 5.06
C -16.55 -15.14 10.50
F -17.51 -14.24 10.50
F -16.08 -15.23 11.78
F -16.90 -16.37 10.07
S -15.13 -14.53 9.40
O -14.29 -15.75 9.28
O -15.75 -14.17 8.10
O -14.55 -13.36 10.09
C -20.33 -25.58 12.70
F -20.20 -25.76 11.34
F -19.27 -25.91 13.31
F -20.55 -24.24 12.94
S -21.97 -26.47 13.33
O -21.91 -26.49 14.81
O -23.04 -25.57 12.89
O -21.99 -27.81 12.71
O -18.30 -23.90 1.71
H -18.43 -23.26 2.40
H -17.83 -23.41 1.03
O -21.73 -21.45 1.30
H -21.43 -20.77 1.90
H -22.17 -22.08 1.87
O -15.82 -24.09 8.17
H -15.41 -24.96 8.12
H -16.65 -24.20 7.72
O -15.32 -20.13 8.13
H -16.14 -19.78 7.79
H -15.51 -21.06 8.30
O -22.77 -16.42 3.16
H -22.40 -17.30 3.22
H -23.58 -16.53 2.65
O -17.98 -15.60 4.10
H -18.65 -15.78 3.44
H -17.93 -16.39 4.62

Summary:
HOMO-LUMO gap = 7.413 eV
total charge = -3
HOMO = -2.34 eV
relative energy (zero: lowest compared OMol25 entry of this formula, charge and spin) = 0.0 kJ/mol

Atom charges from the Löwdin analysis, given in e for atoms 1 to 4: -0.643 0.136 0.079 0.128



Molecular formula: C43H46AsCdN5O2P
Method: DFT, ωB97M-V with the def2-TZVPD basis set

Positions of all 99 atoms, in Å:
Cd -1.01 1.45 -0.56
C -3.38 3.64 -1.41
C -2.41 4.43 -0.57
N -1.02 4.01 -0.56
C -0.18 4.50 -1.71
C -0.15 3.59 -2.90
C 0.15 4.18 -4.16
C 0.07 3.37 -5.30
C -0.30 2.03 -5.14
C -0.60 1.54 -3.85
C -1.12 0.15 -3.76
N -1.84 -0.15 -2.49
C -3.27 0.06 -2.52
C -3.66 1.55 -2.51
N -3.29 2.18 -1.25
N -0.51 2.33 -2.76
H -3.31 3.90 -2.47
H -4.40 3.96 -1.17
H -2.81 4.39 0.48
H -2.50 5.52 -0.84
H -0.63 4.30 0.34
H 0.86 4.59 -1.35
H -0.47 5.53 -2.01
H 0.42 5.25 -4.16
H 0.32 3.78 -6.26
H -0.36 1.36 -5.96
H -0.26 -0.55 -3.88
H -1.72 -0.03 -4.65
H -1.64 -1.04 -2.13
H -3.75 -0.47 -1.66
H -3.79 -0.35 -3.39
H -4.73 1.67 -2.64
H -3.20 2.08 -3.36
H -4.00 1.85 -0.55
O -4.01 -0.57 1.76
C -2.94 0.05 1.56
O -2.08 -0.26 0.60
C -2.55 1.18 2.42
C -3.34 1.54 3.55
C -2.85 2.57 4.41
C -1.61 3.18 4.18
C -0.96 2.80 3.00
N -1.43 1.88 2.16
H -4.23 0.95 3.80
H -3.57 2.87 5.18
H -1.16 3.83 4.93
H 0.03 3.17 2.72
C 0.88 -1.35 0.90
C 2.16 -2.08 1.29
As 2.11 -4.03 1.86
C 0.38 -3.93 2.84
C 0.21 -2.95 3.79
C -0.95 -2.92 4.61
C -1.85 -3.96 4.56
C -1.62 -5.02 3.69
C -0.51 -5.02 2.85
C 1.57 -5.04 0.28
C 0.31 -4.87 -0.30
C -0.13 -5.80 -1.26
C 0.70 -6.83 -1.69
C 2.01 -6.90 -1.24
C 2.41 -6.06 -0.24
P 1.35 0.37 0.23
C 2.59 -0.02 -1.02
C 2.19 -0.54 -2.28
C 3.05 -0.74 -3.33
C 4.39 -0.67 -3.05
C 4.83 -0.29 -1.80
C 3.95 0.12 -0.81
C 2.15 1.20 1.58
C 2.12 0.74 2.94
C 3.09 1.28 3.81
C 3.95 2.29 3.42
C 3.78 2.89 2.16
C 2.86 2.38 1.26
H 0.19 -1.29 1.74
H 0.32 -1.87 0.10
H 2.56 -1.52 2.16
H 2.97 -2.00 0.53
H 0.91 -2.14 3.94
H -1.14 -2.08 5.27
H -2.71 -4.04 5.25
H -2.28 -5.88 3.69
H -0.27 -5.90 2.27
H -0.39 -4.13 0.08
H -1.12 -5.69 -1.65
H 0.35 -7.62 -2.39
H 2.73 -7.61 -1.66
H 3.44 -6.08 0.16
H 1.10 -0.69 -2.34
H 2.71 -1.04 -4.33
H 5.10 -0.91 -3.83
H 5.91 -0.30 -1.59
H 4.36 0.56 0.11
H 1.38 0.07 3.29
H 3.19 0.90 4.81
H 4.78 2.62 4.02
H 4.30 3.81 1.88
H 2.79 2.81 0.28

Summary:
HOMO-LUMO gap = 7.751 eV
total charge = +1
HOMO = -9.93 eV
relative energy (zero: lowest compared OMol25 entry of this formula, charge and spin) = 77.7 kJ/mol

Atom charges from the Löwdin analysis, given in e for atoms 1 to 4: 1.311 -0.224 -0.230 -0.115



> Number 2 is which compound?

C3H12F9O15S3



> What is the relative energy (zero: lowest compared OMol25 entry of this formula, charge and spin) in the third record?

77.7 kJ/mol



Copy entry 3 word for word.
Molecular formula: C43H46AsCdN5O2P
Method: DFT, ωB97M-V with the def2-TZVPD basis set

Positions of all 99 atoms, in Å:
Cd -1.01 1.45 -0.56
C -3.38 3.64 -1.41
C -2.41 4.43 -0.57
N -1.02 4.01 -0.56
C -0.18 4.50 -1.71
C -0.15 3.59 -2.90
C 0.15 4.18 -4.16
C 0.07 3.37 -5.30
C -0.30 2.03 -5.14
C -0.60 1.54 -3.85
C -1.12 0.15 -3.76
N -1.84 -0.15 -2.49
C -3.27 0.06 -2.52
C -3.66 1.55 -2.51
N -3.29 2.18 -1.25
N -0.51 2.33 -2.76
H -3.31 3.90 -2.47
H -4.40 3.96 -1.17
H -2.81 4.39 0.48
H -2.50 5.52 -0.84
H -0.63 4.30 0.34
H 0.86 4.59 -1.35
H -0.47 5.53 -2.01
H 0.42 5.25 -4.16
H 0.32 3.78 -6.26
H -0.36 1.36 -5.96
H -0.26 -0.55 -3.88
H -1.72 -0.03 -4.65
H -1.64 -1.04 -2.13
H -3.75 -0.47 -1.66
H -3.79 -0.35 -3.39
H -4.73 1.67 -2.64
H -3.20 2.08 -3.36
H -4.00 1.85 -0.55
O -4.01 -0.57 1.76
C -2.94 0.05 1.56
O -2.08 -0.26 0.60
C -2.55 1.18 2.42
C -3.34 1.54 3.55
C -2.85 2.57 4.41
C -1.61 3.18 4.18
C -0.96 2.80 3.00
N -1.43 1.88 2.16
H -4.23 0.95 3.80
H -3.57 2.87 5.18
H -1.16 3.83 4.93
H 0.03 3.17 2.72
C 0.88 -1.35 0.90
C 2.16 -2.08 1.29
As 2.11 -4.03 1.86
C 0.38 -3.93 2.84
C 0.21 -2.95 3.79
C -0.95 -2.92 4.61
C -1.85 -3.96 4.56
C -1.62 -5.02 3.69
C -0.51 -5.02 2.85
C 1.57 -5.04 0.28
C 0.31 -4.87 -0.30
C -0.13 -5.80 -1.26
C 0.70 -6.83 -1.69
C 2.01 -6.90 -1.24
C 2.41 -6.06 -0.24
P 1.35 0.37 0.23
C 2.59 -0.02 -1.02
C 2.19 -0.54 -2.28
C 3.05 -0.74 -3.33
C 4.39 -0.67 -3.05
C 4.83 -0.29 -1.80
C 3.95 0.12 -0.81
C 2.15 1.20 1.58
C 2.12 0.74 2.94
C 3.09 1.28 3.81
C 3.95 2.29 3.42
C 3.78 2.89 2.16
C 2.86 2.38 1.26
H 0.19 -1.29 1.74
H 0.32 -1.87 0.10
H 2.56 -1.52 2.16
H 2.97 -2.00 0.53
H 0.91 -2.14 3.94
H -1.14 -2.08 5.27
H -2.71 -4.04 5.25
H -2.28 -5.88 3.69
H -0.27 -5.90 2.27
H -0.39 -4.13 0.08
H -1.12 -5.69 -1.65
H 0.35 -7.62 -2.39
H 2.73 -7.61 -1.66
H 3.44 -6.08 0.16
H 1.10 -0.69 -2.34
H 2.71 -1.04 -4.33
H 5.10 -0.91 -3.83
H 5.91 -0.30 -1.59
H 4.36 0.56 0.11
H 1.38 0.07 3.29
H 3.19 0.90 4.81
H 4.78 2.62 4.02
H 4.30 3.81 1.88
H 2.79 2.81 0.28

Summary:
HOMO-LUMO gap = 7.751 eV
total charge = +1
HOMO = -9.93 eV
relative energy (zero: lowest compared OMol25 entry of this formula, charge and spin) = 77.7 kJ/mol

Atom charges from the Löwdin analysis, given in e for atoms 1 to 4: 1.311 -0.224 -0.230 -0.115